Record 1
Here is a 6-piece molecular cluster, C41H51BrCl3F4N3O7S3 overall from OMol25. Energies are from ωB97M-V/def2-TZVPD.

The value obtained for the electronic energy is -7831.99448 Ha. The value obtained for the molar mass is 1056.3 g mol⁻¹. As for the multiplicity: 1. For the frontier orbital gap, the calculation gives 4.691 eV.

Each line ends with the Löwdin charge.
CARTESIAN COORDINATES (ANGSTROEM)
C  -1.7216  4.7187  -1.2921  -0.110
C  -1.4270  3.1797  -1.5908  -0.423
O  -2.6732  2.4273  -1.7134  -0.231
C  -2.7280  1.3138  -0.9223  -0.112
C  -2.2336  0.0160  -1.4365  0.015
C  -1.6352  -0.0545  -2.8860  -0.110
C  -0.2438  0.6951  -3.0784  -0.239
C  0.8507  -0.1266  -3.8986  -0.402
S  2.3130  -0.4411  -2.8052  0.844
C  3.3873  1.0355  -2.6599  -0.946
S  4.8704  0.9880  -3.4191  0.668
N  3.0661  2.2155  -1.9114  -0.115
C  3.7420  3.4872  -1.9810  -0.085
C  3.0982  4.3796  -1.0021  -0.085
N  2.0366  3.6716  -0.3489  0.052
C  2.0991  2.4519  -0.9173  -0.189
C  -2.3947  -1.1869  -0.5144  -0.008
C  -1.9154  -2.5502  -1.1198  -0.116
C  -0.3632  -2.6496  -1.4113  -0.124
C  0.5761  -2.1580  -0.2614  -0.191
C  0.7439  -0.7687  0.2046  -0.066
C  1.7027  -0.4212  1.2699  -0.081
C  2.5341  -1.4651  1.8908  -0.097
C  2.3929  -2.8820  1.4839  -0.066
C  1.4253  -3.1887  0.4165  -0.030
C  -3.0160  -1.0463  0.8321  0.032
C  -3.1739  -2.3557  1.6505  -0.306
F  -3.5749  -2.2039  2.9744  0.064
F  -1.9662  -3.0785  1.7382  0.066
C  -4.2476  -3.3773  1.0116  -0.207
F  -4.8326  -2.8939  -0.1488  0.061
F  -3.6954  -4.6574  0.8565  0.044
N  -3.4570  0.2265  1.2620  0.023
O  -4.0868  0.3707  2.4554  0.060
C  -3.3780  1.0348  3.4920  -0.349
O  -4.0410  1.8400  4.1042  0.144
C  -1.9358  0.8316  3.9728  -0.117
C  -1.0509  -0.3182  3.7283  0.008
C  0.3181  -0.3863  4.3148  -0.057
C  0.8657  0.6811  5.1761  -0.036
C  -0.0186  1.8589  5.4213  -0.059
C  -1.3576  1.9145  4.8410  -0.048
C  -3.3491  1.3647  0.4581  0.015
C  -3.8986  2.7751  0.8791  -0.042
C  -2.8662  3.6805  1.6529  -0.723
O  -3.3030  4.6525  2.2035  0.038
Br  -0.9303  3.3921  1.7599  0.835
H  -2.7346  4.8379  -0.8035  0.069
H  -1.7219  5.2691  -2.2689  0.046
H  -0.9396  5.1063  -0.5748  0.050
H  -0.6703  2.7252  -0.8928  0.042
H  -0.9338  3.1819  -2.6466  -0.038
H  -2.3846  0.4978  -3.5421  0.117
H  -1.6158  -1.1071  -3.3027  0.104
H  0.1127  1.0533  -2.0765  0.049
H  -0.4498  1.6307  -3.6887  0.054
H  1.2203  0.5372  -4.7361  0.093
H  0.4416  -1.0586  -4.3813  0.094
H  4.6113  3.8094  -2.6128  -0.038
H  3.3566  5.4375  -0.7588  0.100
H  1.3660  1.7116  -0.5263  0.080
H  -2.4354  -2.6309  -2.1271  0.135
H  -2.2207  -3.4619  -0.5496  0.102
H  -0.0332  -2.1437  -2.3603  0.082
H  -0.1371  -3.7508  -1.5644  0.126
H  0.1322  0.0388  -0.2635  0.070
H  1.7595  0.6603  1.5771  0.101
H  3.2527  -1.1483  2.6960  0.100
H  3.0438  -3.6361  1.9877  0.096
H  1.3524  -4.2692  0.0989  0.106
H  -5.0877  -3.5184  1.7574  0.179
H  -1.3973  -1.1681  3.0993  0.082
H  0.9597  -1.2818  4.1434  0.088
H  1.8860  0.6514  5.6314  0.103
H  0.3324  2.7017  6.0750  0.106
H  -1.9794  2.8197  5.0908  0.122
H  -4.8303  2.6091  1.4879  0.140
H  -4.2244  3.3586  -0.0390  0.124
Cl  6.0099  3.9956  -4.1540  0.606
C  7.3849  5.0320  -4.6167  -0.627
C  6.9483  6.4344  -4.9788  -0.665
Cl  6.0156  6.4770  -6.4952  0.545
H  7.9085  4.5499  -5.4420  0.070
H  8.0581  5.0648  -3.7590  0.075
H  7.8241  7.0670  -5.1285  0.071
H  6.3370  6.8790  -4.1936  0.069
O  -6.3855  4.1563  -0.8598  -0.048
H  -6.7701  3.4855  -0.2838  0.031
H  -7.1189  4.7560  -1.0393  0.044
Cl  -2.2909  3.3549  -3.9547  -0.024
C  6.3868  -4.2612  -4.4815  -0.274
S  5.1708  -2.9392  -4.6509  0.768
O  4.0030  -3.5065  -5.3831  -0.558
C  6.1213  -1.9601  -5.8287  -0.277
H  5.9811  -5.0171  -3.8097  0.047
H  6.5864  -4.7106  -5.4556  0.056
H  7.3073  -3.8568  -4.0577  0.051
H  6.3407  -2.5560  -6.7161  0.057
H  7.0484  -1.6264  -5.3601  0.052
H  5.5266  -1.0921  -6.1120  0.040
C  -4.5140  -5.2266  6.0342  -0.174
C  -3.4971  -4.8865  4.9625  -0.179
C  -2.3085  -4.4318  5.7893  -0.204
O  -2.3628  -5.1572  7.0239  -0.137
C  -3.6350  -5.8097  7.1256  -0.205
H  -5.2917  -5.9146  5.7005  0.113
H  -4.9970  -4.3119  6.3916  0.116
H  -3.2374  -5.7877  4.3984  0.120
H  -3.8385  -4.1303  4.2574  0.085
H  -2.3723  -3.3634  6.0237  0.117
H  -1.3544  -4.6225  5.2935  0.118
H  -3.4751  -6.8829  6.9751  0.117
H  -4.0474  -5.6563  8.1245  0.117

Record 2
Here is a 19-piece molecular cluster, C41H51BrCl54FN3O8S2 overall from OMol25. Energies are from ωB97M-V/def2-TZVPD.

The value obtained for the electronic energy is -30679.34033 Ha. The value obtained for the molar mass is 2791.4 g mol⁻¹. As for the multiplicity: 1. For the frontier orbital gap, the calculation gives 8.323 eV.

Each line ends with the Löwdin charge.
CARTESIAN COORDINATES (ANGSTROEM)
C  -1.1267  -2.5346  -4.8820  -0.119
C  -1.8205  -2.4903  -3.7125  -0.117
C  -1.3734  -1.6188  -2.5572  -0.091
C  -1.3645  -2.2520  -1.1093  -0.267
C  -2.7495  -1.8735  -0.5037  -0.199
O  -3.7692  -1.9255  -1.5054  -0.221
C  -4.7358  -0.9312  -1.1954  -0.119
C  -1.2826  -3.8002  -1.1203  -0.556
Br  -1.3708  -4.6518  0.6766  1.030
O  -2.4423  -4.3684  -1.7808  -0.048
C  -2.7479  -5.6036  -1.4759  -0.432
N  -2.9456  -6.7376  -1.6235  0.193
C  0.0258  -4.2970  -1.7944  -0.330
N  0.4394  -5.6070  -1.4319  -0.053
C  1.3003  -6.2585  -2.4354  -0.195
C  0.5286  -6.8100  -3.6564  -0.192
C  0.9740  -6.0243  -4.9309  -0.090
S  1.4499  -3.1425  -1.6013  0.682
O  1.9035  -2.8858  -2.9434  -0.269
O  2.5083  -3.7034  -0.8323  -0.243
O  1.0873  -1.7075  -0.9478  -0.202
C  -0.1972  -1.4742  -0.4134  -0.389
C  -0.4009  0.0825  -0.5217  -0.110
C  0.6481  0.8320  -1.3815  -0.138
C  1.8525  1.3812  -0.5821  -0.225
N  2.9921  0.4655  -0.4597  -0.016
C  4.0340  1.1676  0.3462  -0.192
C  3.8467  0.7405  1.7916  -0.154
C  3.1413  1.5341  2.6763  -0.033
C  2.9604  1.0659  3.9670  -0.175
C  3.4529  -0.1507  4.3821  -0.184
C  4.1831  -0.9378  3.5027  -0.086
C  4.3724  -0.4754  2.2093  -0.263
O  5.1061  -1.2190  1.3165  0.046
S  0.0262  -1.7792  1.4078  0.636
O  -1.2121  -1.8426  2.1033  -0.321
O  0.9349  -2.8529  1.5814  -0.275
F  0.8267  -0.5589  2.0021  -0.116
H  -0.8104  -3.4895  -5.3272  -0.059
H  -0.9255  -1.5795  -5.3763  0.078
H  -2.7376  -3.0739  -3.6778  0.117
H  -0.3836  -1.2509  -2.8318  0.106
H  -1.9920  -0.7121  -2.5586  0.133
H  -3.0552  -2.5491  0.3011  0.076
H  -2.7517  -0.8646  -0.0836  0.088
H  -5.6505  -1.0755  -1.7715  0.095
H  -4.3216  0.0574  -1.4456  0.099
H  -5.0009  -0.9509  -0.1327  0.043
H  -0.1896  -4.3390  -2.8669  0.127
H  0.9540  -5.6212  -0.5567  0.099
H  2.1298  -5.6329  -2.7855  0.092
H  1.7581  -7.1118  -1.9278  0.126
H  0.7912  -7.8502  -3.8496  0.102
H  -0.5499  -6.6600  -3.5794  0.100
H  2.0483  -5.8212  -4.9253  0.072
H  0.4777  -5.0501  -4.9036  0.038
H  0.7381  -6.5657  -5.8487  0.070
H  -0.3641  0.5586  0.4622  0.111
H  -1.3909  0.3473  -0.8863  0.106
H  0.1348  1.7420  -1.7197  0.120
H  0.9561  0.3217  -2.2946  0.114
H  2.1943  2.2499  -1.1776  0.095
H  1.5219  1.7881  0.3757  0.113
H  3.3975  0.3193  -1.3791  0.113
H  3.8531  2.2512  0.3322  0.077
H  5.0387  0.9794  -0.0241  0.080
H  2.7404  2.4923  2.3648  0.115
H  2.4038  1.6797  4.6809  -0.030
H  3.2610  -0.4876  5.3943  0.056
H  4.5844  -1.9030  3.7852  0.070
H  5.6760  -1.7930  1.8387  0.105
C  4.3424  -3.7844  6.9946  -1.532
Cl  3.2775  -2.4635  7.4764  0.549
Cl  5.6552  -3.1970  5.9655  0.539
Cl  4.9886  -4.6096  8.4140  0.529
H  3.7610  -4.4970  6.4242  0.015
C  -0.3028  1.7548  7.2129  -1.539
Cl  0.8108  1.3365  5.9010  0.639
Cl  -0.3386  0.4819  8.4317  0.525
Cl  0.1362  3.3050  7.9313  0.495
H  -1.2960  1.8499  6.7866  -0.096
C  7.7354  0.4795  6.2824  -1.535
Cl  7.6944  1.8908  7.3445  0.523
Cl  6.1853  0.2570  5.4713  0.608
Cl  9.0434  0.6259  5.1029  0.520
H  7.9286  -0.3944  6.8919  0.009
C  0.7258  6.4287  5.4494  -1.567
Cl  -0.7732  6.3298  4.5224  0.507
Cl  1.7441  5.0224  5.1427  0.508
Cl  1.5941  7.9207  5.0711  0.524
H  0.4716  6.4413  6.5009  -0.063
C  -6.6941  -3.2818  1.7111  -1.519
Cl  -8.1266  -2.3453  1.2795  0.534
Cl  -5.7236  -3.6394  0.2852  0.613
Cl  -5.7013  -2.4128  2.8814  0.515
H  -7.0184  -4.2142  2.1547  0.015
C  5.4030  -4.0518  -2.9900  -1.534
Cl  5.9816  -2.9694  -1.7326  0.560
Cl  5.3093  -3.2172  -4.5436  0.544
Cl  6.4408  -5.4805  -3.1204  0.532
H  4.4053  -4.3773  -2.7195  -0.019
C  -2.9606  -2.2139  6.9636  -1.541
Cl  -3.9001  -0.8051  7.4770  0.495
Cl  -1.5888  -1.7241  5.9743  0.527
Cl  -2.4184  -3.1435  8.3627  0.530
H  -3.6042  -2.8459  6.3654  0.009
C  -2.1635  6.4421  0.5150  -1.510
Cl  -3.3094  6.0690  1.8068  0.459
Cl  -0.5910  5.7128  0.8453  0.523
Cl  -2.7899  5.8981  -1.0415  0.500
H  -2.0393  7.5166  0.4746  0.020
C  -3.9530  3.7963  7.3932  -1.502
Cl  -2.8405  3.3634  6.0929  0.571
Cl  -3.9673  2.5317  8.6225  0.537
Cl  -3.5156  5.3546  8.0931  0.541
H  -4.9482  3.8782  6.9759  0.016
C  -7.0715  6.6549  0.2205  -1.523
Cl  -6.4965  7.7837  1.4487  0.527
Cl  -7.0855  7.4264  -1.3698  0.518
Cl  -6.0813  5.1969  0.1860  0.502
H  -8.0858  6.3725  0.4704  0.015
C  6.6159  3.2998  -2.0522  -1.531
Cl  7.2100  2.7412  -0.4881  0.553
Cl  7.1241  2.2072  -3.3395  0.532
Cl  4.8550  3.4715  -2.0407  0.553
H  7.0454  4.2741  -2.2445  0.010
C  -4.4689  1.5593  2.8579  -1.524
Cl  -5.9622  1.4056  1.9243  0.530
Cl  -3.4075  0.1793  2.5934  0.562
Cl  -3.6265  3.0544  2.4523  0.494
H  -4.7276  1.5876  3.9095  0.005
C  -1.3862  -4.2552  -8.8115  -1.474
Cl  -0.2918  -3.2413  -9.7517  0.520
Cl  -1.5380  -3.6186  -7.1560  0.649
Cl  -2.9790  -4.3802  -9.5847  0.496
H  -0.9624  -5.2496  -8.7524  0.016
C  8.5242  -4.1854  -6.0884  -1.583
Cl  9.1261  -3.0899  -4.8468  0.513
Cl  8.4374  -3.3720  -7.6535  0.520
Cl  9.5327  -5.6311  -6.1912  0.520
H  7.5233  -4.4902  -5.8097  -0.051
C  -1.0499  -3.7074  -13.9719  -1.548
Cl  -2.1001  -4.0916  -12.6090  0.489
Cl  0.5154  -4.5052  -13.7959  0.519
Cl  -1.8099  -4.1563  -15.5018  0.521
H  -0.8837  -2.6381  -13.9797  0.012
C  -9.3902  9.0300  -3.9147  -1.572
Cl  -8.3004  10.0138  -4.8939  0.522
Cl  -9.6695  9.7823  -2.3439  0.508
Cl  -10.9151  8.7579  -4.7593  0.527
H  -8.9199  8.0688  -3.7493  -0.014
C  -3.0080  7.7010  -5.0030  -1.548
Cl  -4.1445  7.3238  -3.7073  0.487
Cl  -1.4299  6.9816  -4.6753  0.522
Cl  -3.6311  7.1563  -6.5613  0.527
H  -2.8875  8.7757  -5.0442  0.013
C  1.8190  6.8403  9.3914  -1.514
Cl  2.9679  6.2676  8.1795  0.545
Cl  0.2315  6.0987  9.1442  0.508
Cl  2.4076  6.5091  11.0192  0.544
H  1.7138  7.9118  9.2799  0.017

Which formula does entry 2 have?
C41H51BrCl54FN3O8S2